1.
The following is a quantum chemistry calculation of a molecular structure, C31H48GaN2O6P2, from the Open Molecules 2025 dataset.

Computed properties:
HOMO-LUMO gap (spin up / spin down) = 5.48 / 4.47 eV
energy = -119129.60335 eV
LUMO (spin up / spin down) = -0.141 / -0.182 Ha
ΔE to the lowest compared entry with this formula, charge and spin = 25.3 kcal/mol

The geometry in ORCA input format:
```
! RIJCOSX wB97M-V def2-TZVPD def2/J DEFGRID3
* xyz 1 1
Ga -0.773 -0.238 -1.441
C 0.455 -1.602 3.461
C 0.486 -2.877 2.831
C 2.335 -1.698 2.137
C 1.587 -0.865 3.013
C 1.655 -2.937 2.022
C -0.527 -1.130 4.466
H -1.332 -1.866 4.614
H -0.980 -0.167 4.172
H -0.032 -0.971 5.441
C 1.900 0.521 3.409
H 2.064 0.607 4.502
H 1.058 1.197 3.156
H 2.804 0.906 2.910
C 3.562 -1.331 1.418
H 4.197 -2.213 1.256
H 4.146 -0.568 1.949
H 3.320 -0.914 0.426
C 2.082 -4.078 1.193
H 1.583 -5.006 1.506
H 3.171 -4.228 1.280
H 1.861 -3.916 0.123
C -0.479 -3.978 3.051
H -0.197 -4.581 3.937
H -0.507 -4.666 2.189
H -1.503 -3.597 3.220
C -2.789 -0.018 -1.596
C -2.383 -0.336 -0.258
C -2.358 -1.718 0.379
C -1.451 -2.782 -0.313
C -0.433 -2.185 -1.261
C -0.784 -1.870 -2.614
C -2.214 -2.062 -3.132
C -3.250 -0.984 -2.686
H -3.371 -2.145 0.498
H -2.063 -3.568 -0.796
H -1.955 -1.600 1.411
H -4.220 -1.460 -2.439
H -3.147 1.017 -1.733
H -2.386 0.489 0.473
H -3.469 -0.350 -3.563
H -2.164 -2.080 -4.230
H 0.012 -1.911 -3.371
H -2.592 -3.068 -2.878
H -0.886 -3.301 0.476
H 0.608 -2.432 -1.039
P -3.086 2.815 1.793
C -1.445 3.394 2.411
H -1.575 4.389 2.865
H -0.691 3.437 1.607
H -1.104 2.682 3.179
C -3.090 3.705 0.176
H -3.391 4.745 0.358
H -3.827 3.223 -0.481
H -2.107 3.672 -0.316
C -4.208 3.880 2.769
H -5.221 3.464 2.672
H -4.165 4.900 2.367
H -3.903 3.846 3.822
P 1.300 0.035 -4.392
C 2.736 -0.962 -4.872
H 2.852 -0.899 -5.963
H 2.542 -2.007 -4.572
H 3.622 -0.582 -4.348
C 0.448 0.225 -5.986
H -0.233 -0.627 -6.125
H 1.235 0.201 -6.748
H -0.116 1.166 -6.016
C 1.993 1.700 -4.078
H 2.316 2.122 -5.037
H 2.852 1.615 -3.397
H 1.244 2.365 -3.624
O -0.171 1.602 -1.555
C 0.844 1.367 -0.755
O 1.048 0.172 -0.348
C 1.671 2.498 -0.367
C 2.809 2.234 0.400
C 3.680 3.288 0.711
C 3.414 4.590 0.250
C 2.255 4.832 -0.503
C 1.363 3.794 -0.814
N 1.920 6.147 -0.963
O 2.695 7.089 -0.700
O 0.855 6.296 -1.608
N 4.796 3.010 1.577
O 4.905 1.839 2.030
O 5.593 3.924 1.856
H 2.998 1.227 0.761
H 4.097 5.408 0.455
H 0.455 3.965 -1.387
*
```


2.
The following is a quantum chemistry calculation of a molecular structure, C31H48IrO3P2, from the Open Molecules 2025 dataset.

Computed properties:
HOMO-LUMO gap (spin up / spin down) = 6.11 / 5.57 eV
energy = -60470.33926 eV
LUMO (spin up / spin down) = -0.096 / -0.129 Ha
ΔE to the lowest compared entry with this formula, charge and spin = 114.2 kcal/mol

The geometry in ORCA input format:
```
! RIJCOSX wB97M-V def2-TZVPD def2/J DEFGRID3
* xyz 1 5
Ir -0.840 -0.806 -5.040
C -0.843 -2.334 0.536
C 0.467 -2.408 -0.005
C 0.482 -0.820 1.665
C -0.834 -1.353 1.568
C 1.281 -1.466 0.683
C -2.056 -3.026 0.062
H -1.828 -3.670 -0.791
H -2.821 -2.300 -0.250
H -2.505 -3.642 0.851
C -2.002 -0.860 2.298
H -2.873 -1.517 2.181
H -2.308 0.117 1.900
H -1.788 -0.681 3.360
C 0.882 0.322 2.508
H 0.246 0.401 3.386
H 0.777 1.267 1.964
H 1.923 0.236 2.825
C 2.660 -1.095 0.306
H 3.259 -1.980 0.053
H 3.167 -0.559 1.118
H 2.659 -0.446 -0.589
C 0.870 -3.175 -1.200
H 1.933 -3.432 -1.158
H 0.706 -2.593 -2.119
H 0.288 -4.097 -1.285
C -1.810 0.550 -6.034
C -1.974 -0.807 -6.618
C -1.084 -1.258 -7.756
C 0.403 -1.604 -7.366
C 0.825 -1.217 -5.968
C 0.803 0.178 -5.513
C 0.559 1.303 -6.500
C -0.921 1.537 -6.770
H -1.103 -0.529 -8.578
H 1.087 -1.209 -8.129
H -1.543 -2.185 -8.118
H -1.109 1.534 -7.845
H -2.683 0.963 -5.520
H -2.971 -1.266 -6.493
H -1.204 2.534 -6.419
H 1.009 2.198 -6.046
H 1.510 0.391 -4.702
H 1.132 1.153 -7.424
H 0.508 -2.699 -7.422
H 1.597 -1.847 -5.498
P -0.292 1.871 -1.084
P 1.886 2.477 -1.559
C -0.335 2.858 -2.680
C 0.955 3.690 -2.501
H -1.279 3.417 -2.669
H -0.364 2.264 -3.583
H 1.417 4.010 -3.447
H 0.691 4.552 -1.863
C 2.482 2.824 0.070
H 3.123 2.009 0.356
H 1.704 2.955 0.825
H 3.037 3.752 -0.062
C 2.960 1.620 -2.670
H 3.376 2.415 -3.305
H 2.478 0.869 -3.298
H 3.762 1.179 -2.064
C -1.924 1.073 -1.361
H -2.028 0.019 -1.638
H -2.508 1.663 -2.088
H -2.422 1.197 -0.381
C -1.584 -1.738 -3.450
H -1.486 -2.808 -3.647
H -2.647 -1.502 -3.424
H -1.095 -1.472 -2.506
O 0.712 3.704 2.796
C -0.510 4.288 2.964
C -0.760 5.234 3.964
C -2.079 5.603 4.250
C -3.151 5.019 3.562
C -2.905 4.106 2.556
C -1.583 3.856 2.159
C -1.456 2.846 1.150
O -2.267 1.900 1.202
O -0.576 3.025 0.160
H 1.355 4.110 3.409
H 0.074 5.682 4.501
H -2.283 6.354 5.019
H -4.181 5.285 3.795
H -3.702 3.592 2.021
*
```


3.
The following is a quantum chemistry calculation of a gas-phase ion, C31H48N2O3 (charge +2), from the Open Molecules 2025 dataset.

Computed properties:
HOMO-LUMO gap = 7.55 eV
energy = -42035.67876 eV
SMILES = CC[N+](C)(CC)CCCCOc1ccc2c(c1)C(=O)c1cc(OCCCC[N+](C)(CC)CC)ccc1-2
LUMO = -0.141 Ha
ΔE to the lowest compared entry with this formula, charge and spin = 2.9 kcal/mol

The geometry in ORCA input format:
```
! RIJCOSX wB97M-V def2-TZVPD def2/J DEFGRID3
* xyz 2 1
C -3.925 -0.860 -6.850
C -3.691 0.520 -7.443
H -3.277 1.177 -6.676
H -4.643 0.945 -7.761
N -2.768 0.568 -8.617
C -2.637 1.976 -9.037
H -1.978 2.050 -9.900
H -3.609 2.384 -9.302
H -2.228 2.576 -8.228
C -1.416 0.020 -8.281
C -0.708 0.631 -7.075
H -0.546 1.701 -7.206
H -1.272 0.472 -6.156
C 0.655 -0.045 -6.891
H 0.522 -1.125 -6.820
H 1.306 0.168 -7.739
C 1.342 0.433 -5.614
H 2.322 -0.050 -5.531
O 0.518 0.073 -4.523
C 1.022 0.147 -3.256
C 0.196 -0.377 -2.252
C 0.648 -0.360 -0.954
C 1.910 0.169 -0.620
C 2.708 0.703 -1.608
C 2.258 0.693 -2.926
H 2.893 1.116 -3.688
H 3.675 1.124 -1.381
C 2.117 -0.004 0.815
C 3.175 0.313 1.640
C 3.110 -0.020 2.990
C 2.003 -0.677 3.513
C 0.913 -0.978 2.684
C 0.983 -0.640 1.354
C -0.018 -0.869 0.275
O -1.123 -1.343 0.381
H 0.052 -1.487 3.088
O 1.861 -1.081 4.814
C 2.936 -0.953 5.723
C 2.945 0.410 6.434
H 3.579 0.330 7.318
H 3.378 1.167 5.779
C 1.537 0.882 6.819
C 0.831 -0.177 7.665
H 1.469 -0.449 8.509
H 0.692 -1.053 7.033
N -0.510 0.192 8.212
C -1.356 0.765 7.151
H -1.031 1.777 6.920
H -1.284 0.158 6.251
H -2.394 0.794 7.476
C -0.323 1.177 9.325
C -1.588 1.836 9.854
H -1.303 2.478 10.683
H -2.311 1.121 10.238
H -2.070 2.462 9.109
H 0.344 1.960 8.961
H 0.180 0.654 10.141
C -1.147 -1.045 8.770
C -1.621 -2.067 7.748
H -1.988 -2.932 8.295
H -0.828 -2.415 7.092
H -2.442 -1.694 7.143
H -0.421 -1.510 9.439
H -2.006 -0.733 9.365
H 1.637 1.829 7.351
H 0.981 1.060 5.898
H 2.788 -1.757 6.450
H 3.897 -1.130 5.232
H 3.949 0.235 3.617
H 4.054 0.809 1.257
H -0.765 -0.794 -2.507
H 1.484 1.523 -5.639
H -0.785 0.154 -9.163
H -1.525 -1.052 -8.112
C -3.289 -0.245 -9.764
C -4.695 0.088 -10.240
H -4.792 1.116 -10.577
H -5.450 -0.116 -9.487
H -4.910 -0.550 -11.093
H -3.256 -1.294 -9.470
H -2.593 -0.108 -10.594
H -4.372 -1.547 -7.563
H -4.622 -0.753 -6.023
H -3.015 -1.300 -6.452
*
```


4.
The following is a quantum chemistry calculation of 6 unconnected molecules or ions with the total composition C31H49Br2NO12, from the Open Molecules 2025 dataset.

Computed properties:
HOMO-LUMO gap = 8.99 eV
energy = -199088.17123 eV
SMILES = CC[C@H](Br)c1c(Br)ccc2c1C(=O)NC2=O.CCOC(C)=O.CCOC(C)=O.CCOC(C)=O.CCOC(C)=O.CCOC(C)=O
LUMO = -0.009 Ha

The geometry in ORCA input format:
```
! RIJCOSX wB97M-V def2-TZVPD def2/J DEFGRID3
* xyz 0 1
C -3.076 0.137 -3.413
C -2.114 -0.616 -2.486
C -0.650 -0.554 -2.958
Br -0.035 -2.222 -3.747
C 0.265 -0.153 -1.831
C 1.104 0.961 -1.910
Br 1.188 2.008 -3.490
C 1.931 1.375 -0.862
C 1.951 0.676 0.325
C 1.133 -0.427 0.420
C 0.316 -0.842 -0.622
C -0.423 -2.056 -0.146
O -1.152 -2.807 -0.729
N -0.053 -2.262 1.221
C 0.936 -1.321 1.588
O 1.495 -1.280 2.653
H -2.656 1.086 -3.751
H -3.978 0.378 -2.847
H -3.379 -0.484 -4.256
H -2.158 -0.149 -1.503
H -2.456 -1.641 -2.376
H -0.570 0.198 -3.733
H 2.573 2.237 -0.981
H 2.573 0.985 1.155
H -0.852 -2.321 1.840
O 3.831 3.437 0.167
C 4.989 3.108 0.142
O 5.376 2.108 0.950
C 6.686 1.526 0.910
C 7.689 2.323 1.717
C 6.001 3.819 -0.722
H 7.006 1.379 -0.122
H 6.558 0.537 1.344
H 7.822 3.329 1.318
H 8.657 1.822 1.714
H 7.347 2.420 2.748
H 6.309 4.730 -0.210
H 5.514 4.091 -1.655
H 6.883 3.230 -0.959
O 0.011 -5.933 -3.902
C -0.572 -6.385 -2.958
O -0.174 -7.583 -2.470
C -0.708 -8.141 -1.269
C -2.014 -8.871 -1.505
C -1.762 -5.682 -2.351
H -0.798 -7.375 -0.497
H 0.052 -8.843 -0.930
H -2.791 -8.197 -1.865
H -2.362 -9.333 -0.580
H -1.877 -9.648 -2.256
H -2.638 -5.907 -2.959
H -1.574 -4.611 -2.387
H -1.969 -5.948 -1.318
O 6.717 -5.172 0.288
C 5.528 -5.228 0.443
O 4.809 -4.096 0.325
C 3.376 -4.075 0.366
C 2.841 -4.044 1.783
C 4.838 -6.518 0.826
H 2.964 -4.897 -0.220
H 3.104 -3.156 -0.154
H 3.116 -4.941 2.340
H 1.757 -3.966 1.770
H 3.252 -3.190 2.318
H 4.952 -6.662 1.900
H 5.339 -7.332 0.309
H 3.782 -6.556 0.574
O -3.135 0.341 0.566
C -3.640 1.433 0.534
O -4.616 1.647 -0.373
C -5.372 2.861 -0.420
C -4.655 3.952 -1.188
C -3.173 2.568 1.406
H -5.648 3.181 0.585
H -6.294 2.590 -0.932
H -3.716 4.230 -0.708
H -5.282 4.841 -1.255
H -4.422 3.609 -2.197
H -2.281 3.006 0.959
H -2.908 2.167 2.381
H -3.905 3.351 1.565
O -3.180 4.975 3.371
C -3.718 6.044 3.285
O -4.688 6.193 2.356
C -5.487 7.376 2.248
C -4.800 8.460 1.444
C -3.297 7.221 4.130
H -5.792 7.724 3.236
H -6.391 7.051 1.736
H -3.878 8.792 1.921
H -5.457 9.321 1.331
H -4.541 8.084 0.454
H -2.411 7.667 3.678
H -3.034 6.849 5.116
H -4.058 7.988 4.249
*
```


5.
The following is a quantum chemistry calculation of a molecular structure, C31H49I2O14S, from the Open Molecules 2025 dataset.

Computed properties:
HOMO-LUMO gap = 8.40 eV
energy = -88638.46478 eV
LUMO = -0.110 Ha

The geometry in ORCA input format:
```
! RIJCOSX wB97M-V def2-TZVPD def2/J DEFGRID3
* xyz 1 1
C 3.245 0.243 0.344
C 2.071 0.726 1.194
I 1.640 -0.678 2.760
C 0.846 1.014 0.288
S -0.280 -0.410 0.177
I -0.287 2.693 0.947
H 4.160 0.225 0.933
H 3.072 -0.762 -0.049
H 3.373 0.933 -0.490
H 2.362 1.642 1.697
H 1.189 1.218 -0.725
H -0.992 -0.195 -0.959
H 0.527 -1.406 -0.233
O -1.876 -1.957 7.832
C -2.039 -1.608 6.701
O -1.348 -0.575 6.153
C -1.827 -0.313 4.822
C -2.479 -1.609 4.362
C -3.007 -2.174 5.677
H -2.538 0.514 4.864
H -0.986 -0.026 4.194
H -3.239 -1.461 3.599
H -1.726 -2.283 3.951
H -4.006 -1.802 5.910
H -3.010 -3.259 5.714
O 6.306 2.043 1.552
C 5.609 3.011 1.553
O 4.456 3.064 0.828
C 3.856 4.365 0.940
C 4.411 4.954 2.230
C 5.805 4.326 2.284
H 4.131 4.954 0.063
H 2.776 4.240 0.955
H 4.403 6.042 2.239
H 3.823 4.606 3.081
H 6.548 4.912 1.741
H 6.157 4.144 3.295
O 0.658 0.973 -2.845
C 1.344 0.044 -3.200
O 2.673 0.034 -3.059
C 3.231 -1.165 -3.657
C 2.079 -2.161 -3.682
C 0.874 -1.237 -3.859
H 3.583 -0.916 -4.653
H 4.072 -1.498 -3.053
H 2.187 -2.909 -4.463
H 2.011 -2.682 -2.723
H 0.667 -1.024 -4.909
H -0.032 -1.605 -3.381
O -3.352 -1.380 -1.450
C -3.384 -0.479 -2.245
O -2.367 -0.250 -3.101
C -2.609 0.967 -3.849
C -4.119 1.171 -3.779
C -4.458 0.571 -2.414
H -2.049 1.773 -3.373
H -2.234 0.829 -4.859
H -4.409 2.213 -3.894
H -4.608 0.596 -4.566
H -4.357 1.299 -1.607
H -5.443 0.116 -2.369
O -2.851 -3.364 1.723
C -3.000 -4.278 0.960
O -3.579 -5.441 1.323
C -3.525 -6.388 0.239
C -3.365 -5.543 -1.019
C -2.574 -4.346 -0.492
H -2.673 -7.051 0.407
H -4.437 -6.979 0.252
H -2.883 -6.078 -1.835
H -4.344 -5.209 -1.366
H -1.496 -4.523 -0.518
H -2.810 -3.410 -0.995
O 3.830 -1.318 -7.477
C 4.653 -0.469 -7.296
O 4.742 0.189 -6.111
C 5.740 1.227 -6.187
C 6.657 0.806 -7.330
C 5.692 0.066 -8.257
H 5.234 2.173 -6.384
H 6.249 1.290 -5.229
H 7.168 1.646 -7.795
H 7.414 0.114 -6.960
H 5.194 0.738 -8.957
H 6.156 -0.749 -8.806
O -3.761 3.203 4.701
C -4.443 2.603 5.480
O -4.896 1.352 5.222
C -5.766 0.907 6.283
C -5.383 1.753 7.491
C -4.948 3.061 6.833
H -6.798 1.068 5.967
H -5.607 -0.158 6.439
H -6.194 1.859 8.208
H -4.535 1.299 8.005
H -5.784 3.743 6.671
H -4.161 3.577 7.376
*
```